(1)
Density functional theory data (wB97M-V/def2-TZVPD) for a 2-piece molecular cluster, C5H13NO2 overall in a non-equilibrium geometry.

Its HOMO-LUMO gap is 9.65 eV. As for the total energy: -403.53986 hartree. The LUMO energy comes out at 0.02236 Ha. The energy above the lowest of the compared OMol25 structures with the same formula, charge and spin is 96.5 kJ/mol. The calculation puts the HOMO energy at -9.0 eV.

Geometry (Å):
O (0.04, 2.74, -1.93)
O (0.01, -2.61, 3.69)
N (-0.27, 0.58, -1.20)
C (0.18, 2.48, 0.34)
C (0.82, -1.17, 0.23)
C (0.02, 1.93, -1.04)
C (-0.46, -0.41, -0.13)
C (-0.57, 0.11, -2.52)
H (-1.24, -1.16, -0.40)
H (0.51, -1.90, 0.99)
H (-1.31, -0.70, -2.45)
H (1.64, -0.56, 0.64)
H (-0.67, 3.11, 0.64)
H (-0.77, 0.08, 0.81)
H (0.36, 1.73, 1.13)
H (1.21, -1.73, -0.64)
H (-0.40, -3.42, 3.31)
H (0.54, -2.93, 4.45)
H (-1.02, 0.96, -3.07)
H (1.07, 3.11, 0.24)
H (0.30, -0.25, -3.09)

=====

(2)
Density functional theory data (wB97M-V/def2-TZVPD) for CH2I2S as an isolated structure in a non-equilibrium geometry.

Its HOMO-LUMO gap (spin up / spin down) is 4.87 / 8.91 eV. As for the total energy: -1032.78165 hartree. The LUMO energy (spin up / spin down) comes out at -0.11018 / -0.03056 Ha. The energy above the lowest of the compared OMol25 structures with the same formula, charge and spin is 197.3 kJ/mol. The calculation puts the HOMO energy (spin up / spin down) at -7.9 / -9.7 eV.

Geometry (Å):
I (-3.31, 0.41, -0.02)
I (1.19, 1.78, -0.16)
S (0.85, -1.38, -0.35)
C (0.35, -0.05, 0.52)
H (-0.12, -0.05, 1.48)
H (1.04, -0.71, -1.46)

=====

(3)
Density functional theory data (wB97M-V/def2-TZVPD) for a single C4H8O2 molecule.

Its HOMO-LUMO gap is 10.83 eV. As for the total energy: -307.66705 hartree. The LUMO energy comes out at 0.03684 Ha. The energy above the lowest of the compared OMol25 structures with the same formula, charge and spin is 119.1 kJ/mol. The calculation puts the HOMO energy at -9.8 eV.

Geometry (Å):
O (0.96, -0.95, -1.58)
O (0.35, -0.62, 1.29)
C (-0.99, 0.15, -0.51)
C (0.52, 0.19, -0.87)
C (1.13, 0.28, 0.53)
C (-0.96, -0.14, 1.01)
H (-1.47, 1.11, -0.70)
H (-1.68, -0.86, 1.39)
H (0.98, 1.31, 0.91)
H (0.79, -1.72, -1.03)
H (-1.49, -0.62, -1.10)
H (2.18, 0.02, 0.61)
H (-1.10, 0.81, 1.55)
H (0.78, 1.05, -1.49)

=====

(4)
Density functional theory data (wB97M-V/def2-TZVPD) for C9H12S2Si as an isolated structure in a non-equilibrium geometry.

Its HOMO-LUMO gap is 7.65 eV. As for the total energy: -1435.88004 hartree. The LUMO energy comes out at -0.02864 Ha. The energy above the lowest of the compared OMol25 structures with the same formula, charge and spin is 29.9 kJ/mol. The calculation puts the HOMO energy at -8.4 eV.

Geometry (Å):
S (-2.73, -2.26, -0.59)
S (0.45, -2.56, -4.58)
Si (-0.97, -1.41, -0.84)
C (2.02, 1.18, 3.06)
C (0.18, 2.40, 2.09)
C (1.10, 1.40, 2.05)
C (-0.92, -1.43, -4.55)
C (1.97, 1.91, 4.32)
C (1.10, 2.96, 4.27)
C (-1.87, -2.33, -4.25)
C (-1.09, -3.61, -4.18)
C (0.25, 3.24, 3.20)
H (0.84, 3.49, 5.18)
H (2.82, 0.37, 2.89)
H (-0.55, -0.76, -2.07)
H (0.14, -1.18, 0.02)
H (-1.15, -3.98, -3.24)
H (-2.92, -2.26, -4.15)
H (1.28, 0.94, 1.11)
H (-0.40, 4.01, 3.50)
H (-1.19, -4.36, -4.93)
H (-0.36, 2.70, 1.21)
H (-0.68, -0.42, -4.65)
H (2.68, 1.95, 5.15)

=====

(5)
Density functional theory data (wB97M-V/def2-TZVPD) for a 2-piece molecular cluster, C2H3ClF2 overall in a non-equilibrium geometry.

Its HOMO-LUMO gap is 11.54 eV. As for the total energy: -737.77804 hartree. The LUMO energy comes out at 0.01402 Ha. The energy above the lowest of the compared OMol25 structures with the same formula, charge and spin is 427.0 kJ/mol. The calculation puts the HOMO energy at -11.2 eV.

Geometry (Å):
Cl (1.75, -1.32, -0.24)
F (1.24, 1.18, -0.45)
F (-1.06, -1.51, -0.33)
C (-0.81, 0.12, -0.21)
C (0.78, 0.05, 0.19)
H (0.96, 0.23, 1.45)
H (-0.99, 0.84, -1.24)
H (-1.86, 0.41, 0.82)

=====

(6)
Density functional theory data (wB97M-V/def2-TZVPD) for C6H15AlN2O11P2 as an isolated structure in a non-equilibrium geometry.

Its HOMO-LUMO gap is 1.42 eV. As for the total energy: -2099.44964 hartree. The LUMO energy comes out at 0.26290 Ha. The energy above the lowest of the compared OMol25 structures with the same formula, charge and spin is 0.0 kJ/mol. As for the total charge: -4. The calculation puts the HOMO energy at 5.7 eV.

Geometry (Å):
P (5.96, 6.27, -18.71)
P (3.54, 3.10, -15.83)
Al (2.72, 6.04, -17.59)
O (2.47, 1.99, -15.74)
O (3.49, 3.32, -17.41)
O (3.14, 9.04, -17.70)
O (4.98, 2.62, -15.62)
O (0.19, 7.63, -18.17)
O (6.08, 6.81, -20.13)
O (3.21, 4.44, -15.20)
O (5.35, 7.20, -17.66)
O (4.88, 5.07, -18.87)
O (7.22, 5.57, -18.19)
O (2.69, 5.71, -20.43)
N (3.29, 11.26, -17.31)
N (-1.11, 9.45, -17.66)
C (2.86, 10.15, -18.02)
C (4.11, 11.08, -16.15)
C (-0.40, 8.30, -17.38)
C (3.10, 12.60, -17.79)
C (-1.85, 10.14, -16.66)
C (-0.99, 10.07, -18.95)
H (-2.03, 9.57, -15.75)
H (-0.49, 8.01, -16.32)
H (4.98, 11.75, -16.26)
H (-1.91, 10.62, -19.20)
H (-1.40, 11.10, -16.38)
H (2.21, 10.44, -18.86)
H (2.51, 12.58, -18.70)
H (4.46, 10.06, -16.01)
H (-0.21, 10.84, -18.96)
H (4.10, 12.97, -18.08)
H (1.92, 6.25, -20.69)
H (2.64, 13.21, -17.01)
H (-2.89, 10.32, -16.98)
H (3.64, 11.49, -15.25)
H (-0.78, 9.37, -19.75)

=====

(7)
Density functional theory data (wB97M-V/def2-TZVPD) for a 3-piece molecular cluster, C2H10O2S2 overall in a non-equilibrium geometry.

Its HOMO-LUMO gap is 8.63 eV. As for the total energy: -1029.02873 hartree. The LUMO energy comes out at 0.00998 Ha. The energy above the lowest of the compared OMol25 structures with the same formula, charge and spin is 79.2 kJ/mol. The calculation puts the HOMO energy at -8.4 eV.

Geometry (Å):
S (0.14, -0.53, 0.19)
S (-0.19, 0.53, -1.58)
O (-3.01, -1.18, 2.20)
O (3.25, 1.26, 1.21)
C (-0.94, 2.02, -0.85)
C (0.83, -2.06, -0.47)
H (-2.14, -0.74, 2.25)
H (2.62, 1.27, 0.49)
H (1.14, -2.49, 0.49)
H (-0.28, 2.33, -0.04)
H (-1.89, 1.75, -0.41)
H (2.80, 0.93, 2.00)
H (-2.94, -1.75, 1.47)
H (1.78, -1.89, -1.00)
H (-0.99, 2.80, -1.60)
H (0.26, -2.73, -1.10)

=====

(8)
Density functional theory data (wB97M-V/def2-TZVPD) for C31H29BrIrN3O2 as an isolated structure.

Its HOMO-LUMO gap (spin up / spin down) is 7.71 / 5.13 eV. As for the total energy: -4191.58853 hartree. As for the expectation value of S²: 0.7645. The LUMO energy (spin up / spin down) comes out at -0.10090 / -0.19140 Ha. The energy above the lowest of the compared OMol25 structures with the same formula, charge and spin is 39.9 kJ/mol. As for the total charge: +1. The calculation puts the HOMO energy (spin up / spin down) at -10.5 / -10.3 eV. The spin multiplicity is 2.

Geometry (Å):
Ir (-0.28, -0.48, 0.24)
Br (3.37, -0.41, -0.16)
O (-1.34, 0.29, 1.68)
O (-1.70, -1.93, 0.06)
N (0.66, -1.59, -1.19)
N (0.78, 1.26, 0.33)
N (-1.01, 0.53, -1.41)
C (0.18, -2.93, 3.63)
C (1.22, -2.38, 4.32)
C (1.05, -2.39, -1.90)
C (-4.99, -2.68, -1.13)
C (-3.04, -0.75, -1.62)
C (4.15, -0.19, 3.86)
C (-0.76, 0.80, 2.75)
C (2.13, -1.50, 3.68)
C (-0.79, 1.10, 5.14)
C (4.11, 0.01, 2.47)
C (3.07, -0.50, 1.72)
C (-1.38, 0.61, 3.99)
C (-3.81, -2.73, -0.44)
C (0.94, 1.97, -0.95)
C (0.04, 1.35, -2.03)
C (-5.24, -1.69, -2.09)
C (1.00, 2.06, 3.87)
C (0.72, -1.56, 1.68)
C (-2.11, 0.26, -2.01)
C (0.41, 1.82, 5.09)
C (1.57, -3.42, -2.82)
C (1.97, -1.18, 2.30)
C (-4.28, -0.75, -2.32)
C (-2.79, -1.77, -0.65)
C (1.24, -4.79, -2.19)
C (0.97, 1.92, 1.41)
C (3.08, -3.23, -2.96)
C (0.86, -3.25, -4.17)
C (3.20, -0.97, 4.44)
C (-0.07, -2.49, 2.32)
C (0.45, 1.54, 2.70)
H (0.63, 0.68, -2.66)
H (1.61, -5.57, -2.86)
H (1.07, -2.28, -4.61)
H (4.92, 0.52, 1.97)
H (3.58, -3.31, -1.99)
H (-0.97, -2.83, 1.83)
H (-0.39, 2.12, -2.67)
H (1.22, -4.02, -4.85)
H (0.67, 3.02, -0.80)
H (3.25, -1.21, 5.49)
H (4.97, 0.23, 4.43)
H (1.73, -4.90, -1.22)
H (-6.18, -1.66, -2.63)
H (-1.27, 0.92, 6.09)
H (1.98, 1.93, -1.27)
H (3.47, -4.00, -3.62)
H (1.39, -2.63, 5.36)
H (-2.31, 0.06, 4.01)
H (3.32, -2.25, -3.39)
H (1.47, 2.89, 1.34)
H (-5.75, -3.43, -0.93)
H (0.17, -4.92, -2.07)
H (-4.44, 0.02, -3.06)
H (-2.36, 0.83, -2.90)
H (-3.62, -3.49, 0.30)
H (1.91, 2.65, 3.81)
H (-0.22, -3.37, -4.06)
H (0.85, 2.20, 6.00)
H (-0.50, -3.63, 4.10)

=====

(9)
Density functional theory data (wB97M-V/def2-TZVPD) for C26H30MnN5SSi as an isolated structure in a non-equilibrium geometry.

Its HOMO-LUMO gap (spin up / spin down) is 6.90 / 7.00 eV. As for the total energy: -3120.15390 hartree. As for the expectation value of S²: 0.9249. The LUMO energy (spin up / spin down) comes out at -0.40078 / -0.40324 Ha. The energy above the lowest of the compared OMol25 structures with the same formula, charge and spin is 28.9 kJ/mol. As for the total charge: +3. The calculation puts the HOMO energy (spin up / spin down) at -17.8 / -18.0 eV. The spin multiplicity is 2.

Geometry (Å):
Mn (0.11, 0.25, -0.40)
S (-2.13, 1.07, -0.71)
Si (-1.14, 6.14, -0.04)
N (0.83, 2.17, -0.83)
N (-0.66, -1.59, -0.02)
N (1.74, -0.51, -1.28)
N (0.18, 2.17, 0.42)
N (1.15, -0.22, 1.32)
C (1.37, 4.83, -0.09)
C (-0.44, -2.05, 1.23)
C (-2.52, 2.46, 0.51)
C (-0.83, -3.32, 1.62)
C (1.93, -0.50, -2.61)
C (2.41, 3.93, -0.49)
C (-0.82, 2.32, 2.47)
C (-2.04, 2.51, 1.91)
C (-1.48, -4.13, 0.70)
C (2.38, -1.02, 1.00)
C (4.13, -1.38, -2.34)
C (3.93, -1.38, -0.97)
C (-1.23, 6.84, -1.76)
C (-1.78, 2.84, -0.73)
C (2.14, 2.68, -0.91)
C (0.34, 1.96, 1.70)
C (1.47, 1.04, 2.07)
C (0.04, 4.57, -0.15)
C (-1.70, -3.66, -0.58)
C (-0.29, 7.28, 1.16)
C (3.11, -0.94, -3.18)
C (-1.28, -2.38, -0.90)
C (-0.37, 3.19, -0.40)
C (0.22, -1.06, 2.14)
C (2.71, -0.95, -0.47)
C (-2.83, 5.66, 0.60)
H (1.69, 5.84, 0.15)
H (0.75, -1.54, 2.96)
H (-2.20, -4.26, -1.33)
H (-1.65, 6.13, -2.49)
H (-0.63, -3.66, 2.63)
H (-0.54, -0.40, 2.58)
H (3.42, 4.31, -0.58)
H (-2.30, 3.43, -1.48)
H (-0.24, 7.14, -2.13)
H (1.54, 0.87, 3.14)
H (3.23, -0.93, -4.25)
H (-0.08, 6.80, 2.12)
H (5.07, -1.72, -2.75)
H (-1.43, -1.97, -1.90)
H (-1.87, 7.72, -1.78)
H (3.22, -0.70, 1.62)
H (-0.96, 8.12, 1.37)
H (1.12, -0.13, -3.22)
H (2.83, 2.04, -1.45)
H (-3.59, 2.62, 0.44)
H (4.71, -1.72, -0.29)
H (-0.73, 2.34, 3.55)
H (-1.79, -5.13, 0.98)
H (-3.39, 6.60, 0.71)
H (-3.44, 5.05, -0.07)
H (2.19, -2.06, 1.25)
H (-2.82, 5.22, 1.60)
H (0.63, 7.72, 0.78)
H (2.41, 1.44, 1.70)
H (-2.85, 2.70, 2.60)

=====

(10)
Density functional theory data (wB97M-V/def2-TZVPD) for a 3-piece molecular cluster, C3H9N2O2 overall in a non-equilibrium geometry.

Its HOMO-LUMO gap is 10.59 eV. As for the total energy: -379.40742 hartree. The LUMO energy comes out at -0.11750 Ha. The energy above the lowest of the compared OMol25 structures with the same formula, charge and spin is 255.7 kJ/mol. As for the total charge: +1. The calculation puts the HOMO energy at -13.8 eV.

Geometry (Å):
O (-0.13, -2.84, -1.66)
O (-1.15, 1.90, -1.00)
N (-0.59, 0.59, 0.74)
N (1.43, 0.57, 1.62)
C (-0.02, -0.46, 0.17)
C (0.14, 1.31, 1.63)
C (1.24, -0.52, 0.74)
H (2.06, -1.21, 0.62)
H (2.21, 1.01, 2.09)
H (-1.58, 1.00, 0.51)
H (-0.15, 2.14, 2.17)
H (-0.79, -3.43, -2.03)
H (0.72, -2.85, -1.92)
H (-0.81, 1.86, -1.90)
H (-2.03, 2.05, -1.17)
H (-0.54, -1.12, -0.61)

=====

(11)
Density functional theory data (wB97M-V/def2-TZVPD) for a single C3H2Cl2O molecule in a non-equilibrium geometry.

Its HOMO-LUMO gap is 9.52 eV. As for the total energy: -1111.10383 hartree. The LUMO energy comes out at -0.02537 Ha. The energy above the lowest of the compared OMol25 structures with the same formula, charge and spin is 59.7 kJ/mol. The calculation puts the HOMO energy at -10.2 eV.

Geometry (Å):
Cl (0.71, -1.97, -0.06)
Cl (2.61, 0.30, 0.02)
O (0.51, 1.86, -0.13)
C (0.98, 0.71, 0.02)
C (-1.27, -0.26, 0.07)
C (0.06, -0.40, 0.06)
H (-2.02, -0.98, -0.05)
H (-1.57, 0.73, 0.07)

=====

(12)
Density functional theory data (wB97M-V/def2-TZVPD) for C47H54AsN3O2PSi2V as an isolated structure in a non-equilibrium geometry.

Its HOMO-LUMO gap (spin up / spin down) is 6.80 / 6.93 eV. As for the total energy: -6238.39331 hartree. As for the expectation value of S²: 2.0425. The LUMO energy (spin up / spin down) comes out at 0.01105 / 0.01631 Ha. The energy above the lowest of the compared OMol25 structures with the same formula, charge and spin is 113.5 kJ/mol. The calculation puts the HOMO energy (spin up / spin down) at -6.5 / -6.5 eV. The spin multiplicity is 3.

Geometry (Å):
As (2.12, -0.31, 0.29)
V (-0.27, -0.17, 0.94)
P (0.06, -2.47, 0.11)
Si (2.69, 1.11, -1.48)
Si (3.83, 0.19, 1.85)
O (-1.07, -1.70, 2.10)
O (-2.74, -2.52, 3.32)
N (-0.93, 2.86, -0.44)
N (-1.61, 0.67, -0.18)
N (-2.92, 2.20, -1.39)
C (-0.07, 2.91, 0.69)
C (-3.52, 5.71, -2.40)
C (-4.66, -1.25, 0.71)
C (2.01, -5.46, 2.14)
C (0.19, 1.74, 1.42)
C (-4.73, 5.27, -0.37)
C (-1.58, -4.63, -0.81)
C (1.69, -2.73, 2.45)
C (4.85, 1.74, 1.47)
C (0.42, 4.17, 1.03)
C (0.89, -2.85, -3.88)
C (-1.82, 1.87, -0.64)
C (-3.62, -0.33, 0.82)
C (-3.50, 0.52, 2.06)
C (0.88, 1.96, 2.63)
C (1.34, 3.20, 3.03)
C (0.92, -2.93, -1.46)
C (-4.35, 6.15, -1.38)
C (1.13, -3.35, 1.34)
C (3.06, 2.97, -1.30)
C (-2.11, 3.97, -3.54)
C (2.90, -3.49, -2.73)
C (-4.27, 3.97, -0.39)
C (4.21, 0.36, -2.33)
C (2.22, -3.26, -3.92)
C (0.16, 5.37, 0.15)
C (-2.87, -1.04, -1.37)
C (-2.60, -5.55, -0.66)
C (0.25, -2.69, -2.66)
C (3.53, 0.15, 3.74)
C (-3.42, 3.54, -1.41)
C (-2.02, -2.56, 2.34)
C (-2.16, -3.64, 1.31)
C (1.25, 0.90, -2.71)
C (5.02, -1.28, 1.55)
C (-1.34, -3.67, 0.17)
C (-3.92, -1.94, -1.46)
C (1.14, 4.30, 2.20)
C (-3.40, -5.54, 0.48)
C (-3.18, -4.58, 1.45)
C (-2.70, -0.25, -0.24)
C (2.40, -3.45, 3.40)
C (1.32, -4.73, 1.19)
C (-3.03, 4.41, -2.43)
C (2.55, -4.82, 3.25)
C (-4.82, -2.04, -0.41)
C (2.26, -3.32, -1.51)
H (4.09, -0.68, 4.17)
H (2.49, 0.03, 4.03)
H (5.73, 1.78, 2.10)
H (5.19, -1.41, 0.48)
H (3.93, -3.79, -2.75)
H (0.30, 1.08, -2.22)
H (-4.18, -6.27, 0.60)
H (5.09, 0.42, -1.69)
H (-1.09, 4.33, -3.37)
H (-2.77, -6.29, -1.43)
H (-2.74, 1.30, 1.96)
H (5.99, -1.13, 2.04)
H (-3.80, -4.53, 2.34)
H (0.76, 6.22, 0.48)
H (1.32, 1.57, -3.57)
H (0.43, 5.16, -0.89)
H (1.56, -1.66, 2.60)
H (1.87, 3.31, 3.97)
H (1.05, 1.11, 3.28)
H (4.03, -0.70, -2.54)
H (1.54, 5.27, 2.49)
H (-0.78, -2.37, -2.64)
H (3.08, -5.39, 4.00)
H (-5.38, 5.60, 0.42)
H (-2.07, 2.88, -3.60)
H (2.97, 3.47, -2.27)
H (0.36, -2.66, -4.81)
H (3.89, 1.07, 4.21)
H (2.80, -3.48, -0.59)
H (4.27, 2.66, 1.62)
H (4.58, -2.20, 1.93)
H (4.44, 0.86, -3.27)
H (-4.46, 0.99, 2.29)
H (-4.03, -2.55, -2.34)
H (1.25, -0.13, -3.08)
H (-4.55, 3.27, 0.39)
H (-2.44, 4.36, -4.50)
H (2.82, -2.95, 4.26)
H (2.37, 3.45, -0.60)
H (-4.71, 7.17, -1.37)
H (2.72, -3.39, -4.86)
H (-0.96, -4.67, -1.69)
H (5.18, 1.72, 0.43)
H (-5.63, -2.75, -0.46)
H (-2.17, -0.91, -2.18)
H (0.92, -5.23, 0.32)
H (-3.62, 1.46, -1.43)
H (-3.23, -0.11, 2.91)
H (-1.13, 3.74, -0.88)
H (-3.24, 6.40, -3.19)
H (4.07, 3.13, -0.93)
H (2.12, -6.53, 2.02)
H (-0.89, 5.68, 0.18)
H (-5.36, -1.34, 1.54)